No. 1
8
Properties=species:S:1:pos:R:3:nbo_charge:R:1 method="wB97M-V/def2-TZVPD" relative_energy_kj_mol=121.0 e_homo_ha=-0.3471 smiles="C=O.SS" total_charge=0 lumo_ev=-1.02
C 1.66 0.65 0.12 0.26
O 2.62 0.59 -0.60 -0.49
H 1.67 0.45 1.19 0.12
H 0.73 1.00 -0.34 0.11
S -0.61 -1.16 -0.70 -0.13
S -1.61 0.33 0.78 -0.15
H -1.57 -2.07 -0.83 0.14
H -2.89 0.20 0.39 0.15

***

No. 2
8
Properties=species:S:1:pos:R:3:nbo_charge:R:1 method="wB97M-V/def2-TZVPD" relative_energy_kj_mol=319.4 e_homo_ha=-0.3353 total_charge=0 lumo_ev=-1.46
C -1.16 -0.17 -0.62 -0.70
O -3.42 0.17 0.47 -0.88
Si 2.11 -0.43 0.67 0.57
S -1.96 0.05 0.84 1.15
H -1.29 0.12 -1.68 0.25
H 2.48 0.28 -0.56 -0.29
H 3.36 0.00 1.37 -0.28
H -0.13 -0.03 -0.49 0.19

***

No. 3
7
Properties=species:S:1:pos:R:3:nbo_charge:R:1 method="wB97M-V/def2-TZVPD" relative_energy_kj_mol=261.4 e_homo_ha=-0.5936 total_charge=+2 lumo_ev=-13.70
Sn 2.79 1.32 -4.78 1.76
C -0.80 -0.28 0.72 -0.28
O 0.52 0.22 0.43 -0.61
H -0.73 -1.27 1.17 0.20
H -1.28 0.45 1.38 0.23
H -1.53 -0.35 -0.08 0.21
H 1.04 -0.08 1.17 0.49

***

No. 4
8
Properties=species:S:1:pos:R:3:nbo_charge:R:1 method="wB97M-V/def2-TZVPD" relative_energy_kj_mol=286.5 e_homo_ha=-0.3164 total_charge=0 lumo_ev=-0.95
C 1.09 0.94 1.28 -0.69
P -0.47 0.33 -0.84 0.03
P 0.41 -0.58 0.92 0.36
S 1.20 1.59 2.77 0.08
H 1.32 1.49 0.39 0.20
H 0.77 0.10 -1.40 -0.01
H -1.21 -0.92 -1.30 0.02
H -0.70 -0.35 2.24 0.03

***

No. 5
6
Properties=species:S:1:pos:R:3:nbo_charge:R:1 method="wB97M-V/def2-TZVPD" relative_energy_kj_mol=71.6 e_homo_ha=-0.3279 smiles=CS total_charge=0 lumo_ev=1.03
C 0.03 -0.52 -0.24 -0.74
S 0.08 1.32 0.03 -0.10
H -0.27 -0.93 0.70 0.25
H 0.83 -0.53 -0.96 0.25
H -0.83 -0.73 -0.89 0.21
H 0.15 1.39 1.36 0.12

***

No. 6
7
Properties=species:S:1:pos:R:3:nbo_charge:R:1 method="wB97M-V/def2-TZVPD" relative_energy_kj_mol=151.2 e_homo_ha=-0.3309 smiles="C=S.S" total_charge=0 lumo_ev=-0.47
C -1.47 -0.50 0.24 -0.47
S -1.15 -1.34 1.54 0.10
H -1.76 0.58 0.21 0.19
H -1.60 -0.99 -0.68 0.18
S 2.44 0.41 -0.48 -0.28
H 2.02 1.15 -1.39 0.12
H 1.53 0.68 0.55 0.16

***

No. 7
7
Properties=species:S:1:pos:R:3:nbo_charge:R:1 method="wB97M-V/def2-TZVPD" relative_energy_kj_mol=98.3 e_homo_ha=-0.3318 smiles=SCS total_charge=0 lumo_ev=0.58
S -1.52 -0.59 0.16 -0.10
C 0.05 0.09 -0.68 -0.66
S 1.60 -0.54 -0.01 -0.01
H -1.62 -0.06 1.51 0.15
H -0.01 -0.29 -1.73 0.25
H 0.10 1.23 -0.49 0.24
H 1.39 0.17 1.25 0.13

***

No. 8
11
Properties=species:S:1:pos:R:3:nbo_charge:R:1 method="wB97M-V/def2-TZVPD" relative_energy_kj_mol=0.0 e_homo_ha=-0.7366 total_charge=+2 lumo_ev=-12.56
Al -1.82 0.91 -0.30 2.29
O -3.20 0.63 -1.75 -1.06
H -4.03 0.97 -2.15 0.56
C 0.67 -0.15 0.41 0.80
O -0.33 0.39 -0.04 -0.95
N 1.37 0.33 1.35 -0.70
N 1.25 -1.18 -0.14 -0.71
H 0.96 1.15 1.76 0.42
H 2.37 0.20 1.47 0.47
H 0.82 -1.53 -0.98 0.43
H 1.95 -1.73 0.36 0.46

***

No. 9
16
Properties=species:S:1:pos:R:3:nbo_charge:R:1 method="wB97M-V/def2-TZVPD" e_homo_ha=-0.6443 total_charge=+2 lumo_ev=-11.50
N 0.95 -1.19 0.14 -1.09
P 1.90 0.00 -0.78 1.40
O 3.26 0.39 0.30 -0.96
O 1.06 1.52 -0.95 -0.68
C -0.18 1.54 -0.14 0.95
O -0.04 1.79 1.17 -0.45
O -1.45 1.35 -0.86 -0.66
B -2.33 0.36 -0.21 1.32
O -1.96 -0.56 0.88 -0.98
O -3.75 0.29 -0.70 -0.87
H 1.52 -1.75 0.81 0.40
H 0.33 -1.78 -0.46 0.47
H 4.00 0.79 -0.28 0.56
H -2.53 -0.40 1.70 0.54
H -4.19 -0.42 -0.12 0.51
Sn 3.41 -1.94 -0.53 1.54

***

No. 10
8
Properties=species:S:1:pos:R:3:nbo_charge:R:1 method="wB97M-V/def2-TZVPD" relative_energy_kj_mol=307.3 e_homo_ha=-0.3580 total_charge=0 lumo_ev=0.83
B 1.07 -1.04 0.14 0.73
C -1.02 0.07 0.24 -0.25
O -0.01 -0.68 -0.49 -0.71
H 1.42 -0.35 1.77 -0.23
H 1.93 -1.49 -0.43 -0.12
H -0.46 0.50 1.13 0.22
H -1.80 -0.75 0.62 0.18
H -1.50 0.73 -0.41 0.19

***

No. 11
8
Properties=species:S:1:pos:R:3:nbo_charge:R:1 method="wB97M-V/def2-TZVPD" relative_energy_kj_mol=328.0 e_homo_ha=-0.3852 total_charge=0 lumo_ev=0.56
B -0.43 -0.44 0.50 0.10
C 0.72 0.51 0.08 -0.30
O -0.65 0.30 -0.84 -0.62
H -0.33 -1.60 0.65 -0.05
H -1.30 0.06 1.12 -0.06
H 1.57 0.11 -0.62 0.20
H 0.71 1.55 0.47 0.22
H -0.30 -0.48 -1.35 0.50

***

No. 12
8
Properties=species:S:1:pos:R:3:nbo_charge:R:1 method="wB97M-V/def2-TZVPD" relative_energy_kj_mol=299.3 e_homo_ha=-0.4908 total_charge=+1 lumo_ev=-8.43
C -1.83 -0.99 0.68 -0.07
N 1.63 0.97 -0.57 -1.12
Br -2.08 0.02 -0.74 0.61
H -2.29 -0.95 1.58 0.22
H -1.16 -1.78 0.73 0.22
H 1.76 0.13 -1.19 0.38
H 2.32 1.76 -0.87 0.40
H 1.65 0.84 0.38 0.36

***

No. 13
9
Properties=species:S:1:pos:R:3:nbo_charge:R:1 method="wB97M-V/def2-TZVPD" relative_energy_kj_mol=236.2 e_homo_ha="-0.2988 / -0.3049" total_charge=0 lumo_ev="0.22 / 0.80"
C -0.84 -1.39 -0.20 -0.47
N 0.75 1.47 0.00 -0.60
N 1.26 0.21 -0.20 -0.41
Br -1.87 -0.08 0.64 0.02
H -0.78 -1.15 -1.27 0.21
H -0.85 -2.36 0.34 0.21
H 0.36 1.75 -0.92 0.37
H 0.25 1.56 0.87 0.37
H 1.73 -0.02 0.74 0.30

***

No. 14
11
Properties=species:S:1:pos:R:3:nbo_charge:R:1 method="wB97M-V/def2-TZVPD" relative_energy_kj_mol=173.2 e_homo_ha=-0.5282 total_charge=+1 lumo_ev=-4.99
C 0.81 0.42 0.29 0.74
N 1.78 -0.30 -0.14 -0.73
N -1.05 0.12 -0.43 -0.36
N -1.69 0.93 0.34 -0.49
O 0.72 1.42 1.02 -0.56
Br -2.46 0.39 2.14 0.17
H 1.61 -1.06 -0.78 0.45
H 2.76 -0.12 0.11 0.45
H -1.18 -0.88 -0.27 0.39
H -2.29 1.62 -0.09 0.43
H -0.26 1.70 1.06 0.53

***

No. 15
9
Properties=species:S:1:pos:R:3:nbo_charge:R:1 method="wB97M-V/def2-TZVPD" relative_energy_kj_mol=129.9 e_homo_ha=-0.3603 smiles="O=[SiH2].CBr" total_charge=0 lumo_ev=-0.44
O 1.33 0.39 -0.54 -1.13
Si 2.53 1.27 -0.25 1.62
H 3.02 1.96 0.98 -0.25
H 3.61 1.75 -1.14 -0.25
C -2.07 -1.19 0.25 -0.64
Br -2.48 0.49 -0.55 0.00
H -1.59 -1.24 1.27 0.22
H -1.40 -1.73 -0.34 0.22
H -2.96 -1.68 0.33 0.20

***

No. 16
9
Properties=species:S:1:pos:R:3:nbo_charge:R:1 method="wB97M-V/def2-TZVPD" relative_energy_kj_mol=400.0 e_homo_ha="-0.2996 / -0.2911" smiles="P[PH2]=CBr" total_charge=0 lumo_ev="-1.24 / -0.98"
P -0.88 -1.87 -1.32 -0.09
P -0.29 0.22 0.23 0.50
C 0.45 1.52 1.20 -0.67
Br 1.64 2.65 0.14 0.01
H 0.38 -1.37 -1.89 0.00
H -0.41 -3.13 -0.63 0.00
H -1.34 -0.39 1.00 0.02
H -0.68 1.10 -0.79 0.01
H 1.15 1.27 2.06 0.22

***

No. 17
13
Properties=species:S:1:pos:R:3:nbo_charge:R:1 method="wB97M-V/def2-TZVPD" relative_energy_kj_mol=0.0 e_homo_ha=-0.3254 smiles="NP(N)(=S)Cl.O=CCl" total_charge=0 lumo_ev=0.49
N -0.02 0.67 -0.06 -1.19
P -0.78 -0.79 -0.42 1.55
N -2.19 -0.33 -1.18 -1.19
S -1.08 -2.06 1.03 -0.57
Cl 0.35 -1.41 -1.94 -0.26
H -0.22 0.96 0.89 0.40
H 0.98 0.67 -0.20 0.41
H -2.26 0.63 -1.49 0.41
H -3.03 -0.71 -0.77 0.42
O 2.93 -1.82 0.67 -0.45
C 3.77 -1.01 0.54 0.38
Cl 3.46 0.56 -0.16 -0.08
H 4.83 -1.09 0.82 0.15

***

No. 18
11
Properties=species:S:1:pos:R:3:nbo_charge:R:1 method="wB97M-V/def2-TZVPD" relative_energy_kj_mol=190.2 e_homo_ha=-0.3983 smiles="O=P(Cl)(Cl)C[SiH3]" total_charge=0 lumo_ev=-0.06
O -0.73 -1.02 -1.98 -1.05
P 0.47 -1.01 -1.19 1.68
Cl 2.27 -0.99 -2.19 -0.26
Cl 0.63 -2.81 -0.23 -0.28
C 0.62 0.55 0.30 -1.01
Si -1.15 0.86 0.91 0.88
H 1.26 1.35 -0.07 0.26
H 1.06 0.07 1.09 0.23
H -0.95 0.93 2.35 -0.16
H -1.36 2.20 0.65 -0.17
H -2.11 -0.13 0.36 -0.11

***

No. 19
14
Properties=species:S:1:pos:R:3:nbo_charge:R:1 method="wB97M-V/def2-TZVPD" relative_energy_kj_mol=0.0 e_homo_ha=-0.0113 total_charge=-2 lumo_ev=5.94
O 3.71 0.33 0.04 -0.70
C 2.86 -0.48 -0.29 0.57
O 2.94 -1.62 -0.75 -0.74
Nb 0.82 0.49 -0.04 1.00
Cl 1.21 2.33 1.51 -0.55
P -1.81 0.43 0.16 1.84
O -2.45 1.72 0.43 -1.15
O -2.51 -0.23 -1.17 -1.02
O -2.29 -0.66 1.30 -1.03
H 0.59 -0.75 1.33 -0.44
H 0.37 -0.73 -1.29 -0.31
H 0.79 1.71 -1.44 -0.42
H -2.59 -1.17 -1.02 0.47
H -1.64 -1.36 1.23 0.49

***

No. 20
11
Properties=species:S:1:pos:R:3:nbo_charge:R:1 method="wB97M-V/def2-TZVPD" relative_energy_kj_mol=79.7 e_homo_ha=-0.3962 total_charge=0 lumo_ev=-1.18
C 1.92 -0.40 -0.69 -1.10
O -4.80 -0.68 1.79 -0.82
O -2.79 -2.08 2.16 -0.82
Si 1.02 1.16 -1.07 1.11
S -3.56 -0.94 2.52 1.64
Cl -0.83 1.19 -0.39 -0.38
H 1.50 -1.41 -1.16 0.25
H 2.99 -0.37 -1.02 0.25
H 1.89 -0.36 0.31 0.23
H 0.84 1.87 -2.33 -0.17
H 1.81 2.03 -0.13 -0.20